[1]
Formula: C4H8O2
Source: the OMol25 dataset
Level of theory: wB97M-V/def2-TZVPD

Computed properties:
HOMO energy   -10.27 eV
ΔE to the lowest compared entry with this formula, charge and spin   306.66 kJ/mol
Frontier orbital gap   10.8728 eV
SMILES string   C[C@@H]1CO1.C=O

Structure (XYZ):
```
14
Properties=species:S:1:pos:R:3:nbo_charge:R:1
O 0.268 -0.703 1.871 -0.486
O -1.806 1.605 -0.639 -0.514
C -1.618 0.580 -1.246 0.268
C -0.546 -0.899 0.731 -0.138
C 0.898 -0.671 0.601 0.057
C 1.504 0.625 0.124 -0.649
H -0.964 -1.895 0.556 0.179
H 0.766 1.432 0.085 0.228
H -1.226 -0.066 0.618 0.200
H -0.670 0.364 -1.772 0.119
H 1.514 -1.557 0.445 0.179
H -2.370 -0.234 -1.287 0.117
H 1.930 0.492 -0.878 0.214
H 2.319 0.927 0.790 0.226
```

=====

[2]
Formula: C4H8O2
Source: the OMol25 dataset
Level of theory: wB97M-V/def2-TZVPD

Computed properties:
HOMO energy   -9.35 eV
ΔE to the lowest compared entry with this formula, charge and spin   475.69 kJ/mol
Frontier orbital gap   9.0731 eV

Structure (XYZ):
```
14
Properties=species:S:1:pos:R:3:nbo_charge:R:1
O 2.191 -0.532 1.633 -0.447
O 0.266 1.262 -0.678 -0.642
C 1.476 -0.094 0.815 0.578
C -0.461 -0.715 -0.860 -0.252
C -1.709 -0.569 -0.037 -0.653
C 1.187 1.361 0.254 -0.162
H -1.592 -0.960 0.981 0.209
H -2.511 -1.139 -0.522 0.225
H 0.916 1.902 1.183 0.183
H -2.010 0.479 0.017 0.239
H -0.121 -1.758 -0.948 0.198
H 0.658 -0.659 0.066 0.102
H -0.487 -0.259 -1.837 0.235
H 2.198 1.682 -0.067 0.186
```

=====

[3]
Formula: C4H8O2P
Source: the OMol25 dataset
Level of theory: wB97M-V/def2-TZVPD

Computed properties:
HOMO energy   -2.93 eV
ΔE to the lowest compared entry with this formula, charge and spin   367.13 kJ/mol
Net charge   -1
Frontier orbital gap   7.1916 eV

Structure (XYZ):
```
15
Properties=species:S:1:pos:R:3:nbo_charge:R:1
P 0.511 0.278 0.371 1.142
O -2.971 0.662 0.076 -0.728
O -0.817 1.478 0.409 -0.825
C 1.851 1.790 -0.364 -0.868
C -1.075 -2.229 -0.196 -0.660
C -1.748 0.447 0.155 0.679
C -0.980 -0.750 0.143 -0.644
H 2.858 1.847 -0.045 0.188
H 1.821 1.392 -1.341 0.188
H 0.920 0.290 1.669 -0.102
H -1.648 -2.610 0.691 0.203
H 1.335 2.672 -0.282 0.198
H 1.688 -0.613 0.088 -0.200
H -1.737 -2.228 -1.156 0.202
H -0.009 -2.426 -0.219 0.226
```

=====

[4]
Formula: C4H8O2S
Source: the OMol25 dataset
Level of theory: wB97M-V/def2-TZVPD

Computed properties:
HOMO energy   -8.16 eV
ΔE to the lowest compared entry with this formula, charge and spin   544.23 kJ/mol
Frontier orbital gap   8.5449 eV
SMILES string   CS(C)(=O)=CC=O

Structure (XYZ):
```
15
Properties=species:S:1:pos:R:3:nbo_charge:R:1
S 0.262 0.279 -0.169 1.717
O -3.715 -0.091 0.527 -0.535
O -0.005 1.743 -0.201 -0.930
C 1.523 -0.038 -1.492 -0.784
C -1.208 -0.658 -0.383 -0.942
C -2.686 0.387 0.109 0.466
C 1.100 -0.326 1.357 -0.846
H 0.714 -1.233 1.659 0.257
H -1.294 -1.511 0.359 0.213
H 0.611 0.287 2.165 0.262
H -2.505 1.423 -0.308 0.145
H 2.438 0.520 -1.123 0.241
H 1.638 -1.093 -1.545 0.237
H 1.023 0.337 -2.386 0.260
H 2.103 -0.026 1.432 0.239
```

=====

[5]
Formula: C4H8O2S
Source: the OMol25 dataset
Level of theory: wB97M-V/def2-TZVPD

Computed properties:
HOMO energy   -8.63 eV
ΔE to the lowest compared entry with this formula, charge and spin   327.54 kJ/mol
Frontier orbital gap   9.1821 eV
SMILES string   CCO[C@]1(C)OS1

Structure (XYZ):
```
15
Properties=species:S:1:pos:R:3:nbo_charge:R:1
S 2.718 -0.923 0.429 0.228
O 2.157 -0.424 -1.079 -0.593
O 0.227 0.145 0.107 -0.514
C 1.963 1.788 0.190 -0.635
C -1.743 -1.038 0.179 -0.645
C -0.363 -1.054 -0.384 -0.101
C 1.538 0.313 -0.158 0.514
H -0.270 -1.084 -1.583 0.192
H -2.285 -2.080 0.391 0.223
H 1.184 2.074 0.920 0.237
H 2.867 1.674 0.622 0.224
H -1.847 -0.504 1.178 0.236
H -2.479 -0.550 -0.615 0.213
H 1.989 2.202 -0.820 0.226
H 0.206 -1.841 0.059 0.194
```

=====

[6]
Formula: C4H8O2S
Source: the OMol25 dataset
Level of theory: wB97M-V/def2-TZVPD

Computed properties:
HOMO energy (alpha / beta)   -7.74 / -10.18 eV
Expectation value of S²   2.0188
ΔE to the lowest compared entry with this formula, charge and spin   262.55 kJ/mol
Frontier orbital gap (alpha / beta)   8.0838 / 7.8799 eV
2S+1   3

Structure (XYZ):
```
15
Properties=species:S:1:pos:R:3:nbo_charge:R:1
S -0.499 -0.747 -2.239 1.726
O -0.559 -2.198 -2.232 -0.843
O -1.364 0.006 -3.180 -0.846
C -0.398 0.000 -0.718 -0.212
C 0.834 -0.868 0.855 -0.240
C 0.296 -0.177 2.037 -0.677
C -0.292 1.490 -0.785 -0.754
H 0.586 -1.940 0.832 0.210
H 0.706 -0.827 2.875 0.233
H -1.082 1.829 -0.202 0.243
H -0.755 -0.460 2.120 0.234
H -0.565 1.783 -1.809 0.252
H 1.902 -0.889 0.681 0.205
H 0.606 0.945 2.149 0.228
H 0.584 2.053 -0.384 0.242
```

=====

[7]
Formula: C4H8O2S
Source: the OMol25 dataset
Level of theory: wB97M-V/def2-TZVPD

Computed properties:
HOMO energy (alpha / beta)   -13.86 / -13.85 eV
Expectation value of S²   0.7533
ΔE to the lowest compared entry with this formula, charge and spin   69.52 kJ/mol
Net charge   +1
Frontier orbital gap (alpha / beta)   9.6026 / 4.4416 eV
2S+1   2

Structure (XYZ):
```
15
Properties=species:S:1:pos:R:3:nbo_charge:R:1
S 2.682 0.711 -0.727 0.717
O -0.920 0.506 2.168 -0.665
O -2.248 1.469 0.556 -0.549
C 1.538 -0.663 -0.238 -0.563
C -1.094 -0.517 0.035 -0.515
C 0.152 -0.306 -0.837 -0.434
C -1.411 0.680 0.963 0.766
H 0.047 0.759 -1.052 0.217
H 1.398 -0.777 0.818 0.292
H -0.009 -0.658 -1.864 0.252
H 1.969 1.163 -1.776 0.157
H -1.056 -1.412 0.658 0.235
H -1.961 -0.714 -0.630 0.271
H -1.008 1.370 2.654 0.516
H 1.920 -1.610 -0.729 0.304
```

=====

[8]
Formula: C4H8O2S2
Source: the OMol25 dataset
Level of theory: wB97M-V/def2-TZVPD

Computed properties:
HOMO energy   -8.07 eV
ΔE to the lowest compared entry with this formula, charge and spin   60.28 kJ/mol
Frontier orbital gap   8.6476 eV
SMILES string   CSSCCC(=O)O

Structure (XYZ):
```
16
Properties=species:S:1:pos:R:3:nbo_charge:R:1
S -0.340 1.334 0.626 0.067
S -0.196 0.816 2.617 0.084
O 2.680 0.695 -2.186 -0.563
O 0.547 1.296 -2.729 -0.709
C -1.216 -0.606 3.093 -0.752
C 0.832 -0.473 -1.230 -0.533
C -0.489 -0.079 -0.548 -0.518
C 1.499 0.568 -2.097 0.803
H -0.686 -1.081 3.903 0.236
H -1.142 0.272 -1.346 0.241
H 0.877 1.850 -3.443 0.501
H -0.986 -0.899 -0.034 0.227
H -1.375 -1.319 2.278 0.222
H -2.239 -0.359 3.404 0.218
H 0.656 -1.353 -1.853 0.237
H 1.578 -0.661 -0.455 0.239
```

=====

[9]
Formula: C4H8O2Se
Source: the OMol25 dataset
Level of theory: wB97M-V/def2-TZVPD

Computed properties:
HOMO energy (alpha / beta)   -7.98 / -8.00 eV
ΔE to the lowest compared entry with this formula, charge and spin   470.30 kJ/mol
Frontier orbital gap (alpha / beta)   8.4069 / 7.7019 eV

Structure (XYZ):
```
15
Properties=species:S:1:pos:R:3:nbo_charge:R:1
Se -1.464 0.758 1.490 0.254
O -0.130 1.792 -1.218 -0.681
O 1.495 -1.526 -0.906 -0.695
C 1.199 -0.165 -0.544 0.123
C -0.177 -0.128 2.458 -0.544
C -1.264 -0.114 -0.346 -0.552
C -0.062 0.441 -1.145 -0.015
H -0.854 2.002 -0.632 0.478
H 2.410 -1.498 -1.006 0.476
H -0.313 -0.151 -2.042 0.192
H 0.703 0.387 2.813 0.186
H 2.125 0.511 -0.538 0.161
H -1.281 -1.139 -0.161 0.229
H -0.102 -1.105 2.501 0.159
H -2.286 -0.063 -0.725 0.227
```

=====

[10]
Formula: C4H8O2Si
Source: the OMol25 dataset
Level of theory: wB97M-V/def2-TZVPD

Computed properties:
HOMO energy (alpha / beta)   -7.93 / -8.15 eV
ΔE to the lowest compared entry with this formula, charge and spin   460.36 kJ/mol
Frontier orbital gap (alpha / beta)   7.9366 / 8.1384 eV

Structure (XYZ):
```
15
Properties=species:S:1:pos:R:3:nbo_charge:R:1
Si -0.514 1.069 0.670 1.027
O -2.203 -1.085 0.092 -0.582
O -1.387 -0.237 -1.802 -0.510
C -2.148 -1.021 -1.089 0.665
C 0.648 -0.217 1.083 -0.564
C -0.508 0.639 -1.194 -0.232
C 2.091 -0.139 0.753 -0.686
H 0.504 0.754 -1.589 0.179
H -2.755 -1.695 -1.888 0.118
H 2.218 -0.020 -0.412 0.217
H 0.365 -1.218 1.429 0.209
H 2.589 -1.011 1.214 0.229
H 0.566 2.290 0.477 -0.176
H -1.845 1.036 1.225 -0.123
H 2.379 0.853 1.030 0.227
```